Arrangement w

{
  "formula": "C5H16N2O",
  "method": "the ωB97M-V functional and the def2-TZVPD basis",
  "elements": ["C", "N", "C", "C", "C", "N", "C", "H", "H", "H", "H", "H", "H", "H", "H", "H", "H", "H", "H", "H", "H", "H", "H", "O"],
  "positions_angstrom": [[-0.14532, 0.20149, 2.07395], [-0.47980, -0.99901, 1.21052], [-1.48826, -0.61392, 0.10304], [-0.95225, -0.92478, -1.30532], [-0.31322, 0.31341, -2.01319], [-1.46071, 1.19664, -2.39571], [0.88876, 1.16944, 1.55081], [0.20880, -0.36067, 3.07985], [-1.10850, 0.65729, 2.33869], [0.32171, -1.22683, 0.64352], [-2.52202, -1.06519, 0.23003], [-1.77520, 0.43782, 0.11598], [-0.31919, -1.77111, -1.29207], [-1.87014, -1.28766, -1.87066], [0.40463, 0.78243, -1.29785], [0.36625, -0.14203, -2.81241], [-1.17411, 2.12319, -2.07441], [-1.66699, 1.23561, -3.37543], [0.60640, 1.83942, 0.80332], [1.21055, 1.81261, 2.33440], [1.83879, 0.82621, 1.27408], [3.41236, -1.33019, 1.60196], [3.21662, -1.67626, 0.17054], [2.80083, -1.19789, 0.90635]],
  "orbital_gap_ev": 9.0,
  "total_charge": 0,
  "smiles": "CCNCCCN.O"
}



Arrangement x

{
  "formula": "C5H16N2O",
  "method": "the ωB97M-V functional and the def2-TZVPD basis",
  "elements": ["C", "N", "C", "C", "C", "C", "N", "H", "H", "H", "H", "H", "H", "H", "H", "H", "H", "H", "H", "H", "H", "H", "H", "O"],
  "positions_angstrom": [[0.66546, -1.38158, -1.91332], [0.51903, -1.35616, -0.48303], [0.79427, 2.50035, 0.02945], [1.18087, 1.07502, -0.23326], [0.26001, -0.08962, 0.21351], [-1.23734, 0.29145, -0.14293], [-2.19578, -0.40546, 0.72782], [1.22215, -2.27746, -2.16255], [-0.32580, -1.25763, -2.35768], [1.32119, -0.56372, -2.33130], [1.21690, -1.88844, 0.03261], [-0.27312, 2.61390, 0.19114], [1.33891, 2.97962, 0.84600], [0.95329, 3.16993, -0.81353], [2.09451, 0.74744, 0.29550], [1.44342, 0.98977, -1.27719], [0.26650, -0.11386, 1.29502], [-1.34817, -0.01575, -1.18824], [-1.51674, 1.34727, -0.28859], [-3.14948, -0.35695, 0.38007], [-1.92358, -1.40701, 0.70739], [-0.79153, -1.17101, 3.43828], [-0.42407, -1.81160, 2.07428], [-0.09088, -1.61849, 2.96056]],
  "orbital_gap_ev": 9.7,
  "total_charge": 0,
  "smiles": "CC[C@@H](CN)NC.O"
}



Arrangement y

{
  "formula": "C5H16N2O",
  "method": "the ωB97M-V functional and the def2-TZVPD basis",
  "elements": ["C", "C", "C", "C", "N", "C", "N", "H", "H", "H", "H", "H", "H", "H", "H", "H", "H", "H", "H", "H", "H", "H", "H", "O"],
  "positions_angstrom": [[-0.39999, 0.09408, -1.83696], [-1.15928, -1.22119, -1.55550], [-1.39270, -1.62248, -0.09627], [-0.27679, -1.13270, 0.80294], [-0.33657, 0.22666, 1.32132], [0.65453, 0.56735, 2.31163], [1.97344, 0.93699, 1.80162], [-0.85109, 1.00872, -1.49007], [-0.29785, 0.01218, -2.90115], [0.65566, -0.07619, -1.61551], [-0.61994, -1.99103, -2.12787], [-2.07156, -1.27090, -2.15407], [-2.27984, -1.12483, 0.25598], [-1.56746, -2.68221, 0.06338], [0.74702, -1.36874, 0.47561], [-0.24619, -1.77550, 1.69185], [-0.34253, 0.91513, 0.57374], [0.24371, 1.42204, 2.85479], [0.72218, -0.23951, 3.03416], [2.71372, 0.36760, 2.17287], [2.04034, 0.96539, 0.79531], [0.44029, 2.53248, -0.69448], [0.60467, 2.76297, -2.26492], [1.04621, 2.69368, -1.41839]],
  "orbital_gap_ev": 9.6,
  "total_charge": 0,
  "smiles": "CCCCNCN.O"
}



Arrangement z

{
  "formula": "C5H16N2O",
  "method": "the ωB97M-V functional and the def2-TZVPD basis",
  "elements": ["N", "C", "C", "N", "C", "C", "C", "H", "H", "H", "H", "H", "H", "H", "H", "H", "H", "H", "H", "H", "H", "H", "H", "O"],
  "positions_angstrom": [[-2.76761, 0.97834, 0.14764], [-1.91291, -0.20405, 0.22396], [-0.76373, -0.09297, 1.24262], [0.56013, 0.14914, 0.61565], [1.34397, -2.25182, 0.62861], [0.99713, -1.02526, -0.17594], [2.18432, -0.54808, -1.02090], [-3.21693, 1.17252, 1.02814], [-2.21636, 1.76135, -0.17769], [-2.50239, -1.06312, 0.55277], [-1.43263, -0.52563, -0.68762], [-0.75340, -0.93690, 1.94470], [-0.91440, 0.73906, 1.93007], [1.29726, 0.24322, 1.30574], [2.12087, -2.93095, 0.29927], [1.54582, -2.10944, 1.70764], [0.46182, -2.89804, 0.62561], [0.29135, -1.28236, -0.98701], [1.83605, 0.07171, -1.86776], [2.91574, 0.13562, -0.54400], [2.76043, -1.27254, -1.60177], [0.76250, 2.93407, -0.82714], [0.08874, 1.70185, -1.28806], [0.17090, 2.63568, -1.52650]],
  "orbital_gap_ev": 9.9,
  "total_charge": 0,
  "smiles": "CC(C)NCCN.O"
}



Most stable structure: arrangement z



Arrangement w

{
  "formula": "C15H22O4",
  "method": "the ωB97M-V functional and the def2-TZVPD basis",
  "elements": ["O", "O", "O", "O", "C", "C", "C", "C", "C", "C", "C", "C", "C", "C", "C", "C", "C", "C", "C", "H", "H", "H", "H", "H", "H", "H", "H", "H", "H", "H", "H", "H", "H", "H", "H", "H", "H", "H", "H", "H", "H"],
  "positions_angstrom": [[-2.01063, -1.32305, -1.22378], [-1.77357, 1.76657, -0.84868], [-0.83071, 0.36603, -2.33161], [-1.48619, -0.99595, 0.10481], [-2.16790, 2.02125, 0.42320], [-1.50116, 1.61738, 1.56269], [-2.03302, 2.01592, 2.93177], [0.95085, 1.53147, 1.61959], [1.27104, -1.34383, -1.55279], [-2.02184, -1.48775, -3.57659], [0.07075, -1.92072, -2.30383], [2.45852, -1.13392, 2.03134], [2.15010, 1.08493, 0.78363], [-0.31975, 0.68524, 1.44116], [0.94246, -0.99743, -0.05697], [-1.17526, -1.05147, -2.34681], [2.24995, -0.42360, 0.63451], [-0.61909, 0.93852, -1.00920], [-0.35367, -0.10532, 0.07484], [-3.04843, 2.60635, 0.54860], [-2.96366, 2.57259, 2.81219], [-1.32742, 2.61049, 3.50141], [-2.26785, 1.09859, 3.46504], [1.26260, 1.49874, 2.65700], [0.74618, 2.54617, 1.34183], [2.12657, -2.04577, -1.56258], [1.63378, -0.43965, -2.05586], [-1.42906, -1.17569, -4.45855], [-2.95434, -0.93472, -3.59747], [-2.22830, -2.55137, -3.55876], [0.40525, -2.14588, -3.33904], [-0.23105, -2.88811, -1.94981], [2.62172, -2.20253, 1.89330], [1.62012, -0.98460, 2.71298], [3.36070, -0.75301, 2.56031], [3.05156, 1.53699, 1.24373], [2.02395, 1.53002, -0.18289], [-0.33033, -0.04061, 2.23628], [0.73730, -1.95145, 0.45048], [3.11406, -0.68038, 0.04985], [0.27577, 1.54957, -1.12533]],
  "orbital_gap_ev": 8.9,
  "total_charge": 0,
  "smiles": "CC1=CO[C@@H]2O[C@@]3(C)CC[C@H]4[C@H](C)CC[C@@H]1[C@@]24OO3"
}



Arrangement x

{
  "formula": "C15H22O4",
  "method": "the ωB97M-V functional and the def2-TZVPD basis",
  "elements": ["C", "H", "O", "C", "O", "C", "H", "H", "H", "C", "C", "C", "C", "O", "H", "C", "O", "C", "C", "C", "C", "C", "C", "C", "H", "H", "H", "H", "H", "H", "H", "H", "H", "H", "H", "H", "H", "H", "H", "H", "H"],
  "positions_angstrom": [[-4.12059, -1.47300, 0.82348], [-4.96991, -1.05629, 1.36164], [-3.05269, -0.56360, 1.01312], [-1.97293, -0.71459, 0.12776], [-2.34780, -0.51389, -1.20737], [-2.69036, 0.82091, -1.50988], [-3.00528, 0.82663, -2.55122], [-3.50705, 1.17344, -0.87307], [-1.82557, 1.48166, -1.37705], [-1.28781, -2.08969, 0.21449], [0.04955, -2.03204, -0.44608], [1.20436, -2.27772, 0.15152], [2.53957, -2.17268, -0.54467], [3.57824, -2.73573, 0.21690], [3.97232, -2.01656, 0.73257], [2.88689, -0.70057, -0.88990], [3.43091, -0.01639, 0.21742], [2.50266, 0.45548, 1.17273], [1.59634, 1.55926, 0.68529], [0.38501, 1.78515, 1.32770], [-0.45325, 2.80168, 0.90544], [-0.09282, 3.59672, -0.17018], [1.11670, 3.38223, -0.80847], [1.96094, 2.37329, -0.37820], [2.91132, 2.21207, -0.86544], [1.40645, 4.00439, -1.64250], [-0.75173, 4.38363, -0.50657], [-1.39309, 2.96535, 1.41152], [0.10205, 1.16594, 2.16740], [1.88824, -0.36836, 1.56105], [3.12613, 0.83622, 1.99079], [3.68238, -0.68838, -1.63984], [2.00135, -0.19238, -1.28608], [2.49343, -2.73603, -1.48545], [1.24196, -2.60100, 1.18354], [0.02519, -1.73594, -1.48624], [-1.92039, -2.81438, -0.30221], [-1.19519, -2.36798, 1.26500], [-1.26804, 0.07180, 0.44521], [-4.36732, -1.56953, -0.23694], [-3.88014, -2.45913, 1.23277]],
  "orbital_gap_ev": 10.0,
  "total_charge": 0,
  "smiles": "COC(C/C=C/[C@H](O)COCc1ccccc1)OC"
}



Most stable structure: arrangement x



Arrangement w

{
  "formula": "C4H6N2OS",
  "method": "the ωB97M-V functional and the def2-TZVPD basis",
  "elements": ["C", "C", "C", "C", "H", "H", "H", "H", "H", "H", "N", "N", "O", "S"],
  "positions_angstrom": [[-1.13992, -1.03332, 1.31106], [-0.58987, 1.10976, 0.15729], [0.30795, 1.14508, -1.08773], [1.17318, -0.10621, -1.02155], [-2.10464, -0.58418, 1.53154], [-0.29008, 1.90231, 0.85722], [-1.63170, 1.21377, -0.09881], [2.20352, 0.10109, -1.26332], [0.77886, -0.80846, -1.74449], [1.07403, -1.58498, 0.47218], [-0.31497, -0.20866, 0.69168], [1.02455, -0.55232, 0.35164], [0.29854, 1.99464, -1.92947], [-0.78945, -2.58852, 1.77275]],
  "orbital_gap_ev": 9.1,
  "total_charge": 0,
  "smiles": "O=C1CNN(C=S)C1"
}



Arrangement x

{
  "formula": "C4H6N2OS",
  "method": "the ωB97M-V functional and the def2-TZVPD basis",
  "elements": ["C", "C", "C", "C", "N", "N", "O", "S", "H", "H", "H", "H", "H", "H"],
  "positions_angstrom": [[0.52274, -0.11985, 0.78061], [1.35065, 0.06977, -0.40952], [-0.18625, -1.28856, 0.50035], [1.14185, -0.95723, -1.30562], [0.32636, -1.80668, -0.64037], [-2.10150, 2.40800, 1.14208], [-1.77820, 1.44569, -1.01275], [-1.00882, 1.92566, 0.14796], [0.46123, 0.35533, 1.72406], [2.24382, 0.71450, -0.60041], [-0.84016, -1.75537, 1.17063], [1.66433, -1.23047, -2.33285], [-0.06517, -2.68751, -1.02884], [-1.73088, 2.92673, 1.86467]],
  "orbital_gap_ev": 8.6,
  "total_charge": 0
}



Arrangement y

{
  "formula": "C4H6N2OS",
  "method": "the ωB97M-V functional and the def2-TZVPD basis",
  "elements": ["C", "C", "C", "C", "N", "N", "O", "S", "H", "H", "H", "H", "H", "H"],
  "positions_angstrom": [[-0.00892, -0.36655, 0.01325], [2.22709, -1.53960, -0.02334], [-0.58626, -0.25857, 1.39738], [-1.02619, 1.63848, -0.94420], [0.93616, -1.36163, -0.02940], [-0.39643, 0.30204, -0.97409], [3.37913, -1.27543, 0.08684], [1.38528, -2.41631, -1.60326], [-1.60298, -0.57740, 1.33200], [-0.55169, 0.84462, 1.58307], [-0.10947, -1.03218, 2.05447], [-0.61436, 2.31449, -0.16480], [-0.93372, 2.26293, -1.88162], [-2.09765, 1.46512, -0.84629]],
  "orbital_gap_ev": 8.6,
  "total_charge": 0,
  "smiles": "C/N=C(\\C)N1SC1=O"
}



Most stable structure: arrangement w